Density functional theory data (ωB97M-V with the def2-TZVPD basis set) for a molecular structure, C5H10INO2S.

The geometry in XYZ format:
```
20
C5H10INO2S | the Open Molecules 2025 dataset | ωB97M-V with the def2-TZVPD basis set
C 1.0814 -0.7101 -1.9362
C 0.9186 0.0118 1.3226
C -0.9270 1.5664 1.1025
C -1.2041 -0.9376 0.5998
C -0.3312 0.2751 0.5919
N 1.6182 -1.5880 -1.2802
O -1.3879 0.5142 -1.9954
O 0.8264 1.7554 -1.4930
S 0.0642 0.6104 -1.1694
I 1.0016 -0.2726 -4.0779
H 0.6077 -0.2400 2.4168
H 1.3637 -1.0128 0.9170
H 1.8487 0.6796 1.3718
H -2.0176 1.6543 0.9592
H -0.4935 2.2913 0.5419
H -0.7215 1.7635 2.1026
H -0.6156 -1.8722 0.2323
H -1.6707 -1.1936 1.6163
H -1.9664 -0.7523 -0.1773
H 2.0048 -2.5428 -1.6456
```

Computed properties:
Energy above the lowest of the compared OMol25 structures with the same formula, charge and spin (kcal/mol): 61.07
E_tot (hartree): -1097.50049
HOMO energy (eV): -9.5
Charge: 0

***

Density functional theory data (ωB97M-V with the def2-TZVPD basis set) for a molecular structure, C5H10LuOP.

The geometry in XYZ format:
```
18
C5H10LuOP | the Open Molecules 2025 dataset | ωB97M-V with the def2-TZVPD basis set
C 1.1531 0.0000 -0.6957
C 1.4578 -0.8142 -1.7582
C 0.3341 -0.8164 -2.6934
C -0.6754 -0.0218 -2.2371
C -0.3239 0.5077 -0.8752
Lu -0.7106 -1.0623 2.8274
P 0.6738 1.0899 2.8230
H 1.7636 0.2354 0.1701
H 2.3694 -1.4007 -1.9348
H 0.3025 -1.3801 -3.6072
H -0.5712 1.5040 -0.5269
H -1.6391 0.1485 -2.7029
H 0.6053 2.3874 2.2305
H 1.2652 1.4459 4.0917
H -0.8767 0.8809 3.3097
O -1.7624 -1.1082 1.1983
H -2.4619 -1.4533 0.6066
H -0.9037 -0.1427 -0.2258
```

Computed properties:
Energy above the lowest of the compared OMol25 structures with the same formula, charge and spin (kcal/mol): 14.02
E_tot (hartree): -1848.44465
HOMO energy (alpha / beta) (eV): -5.7 / -5.6
Charge: 0

***

Density functional theory data (ωB97M-V with the def2-TZVPD basis set) for a molecular structure, C5H10MnO3.

The geometry in XYZ format:
```
19
C5H10MnO3 | the Open Molecules 2025 dataset | ωB97M-V with the def2-TZVPD basis set
O -0.4373 -0.2434 -1.3382
Mn -1.5590 2.8595 0.2707
O -0.1347 1.3436 0.1546
C -0.0222 0.1726 -0.1680
O 0.8151 -0.6764 0.3716
C -0.7922 -1.5884 -1.6898
C -1.4358 -2.4927 -0.6671
H -1.4570 -1.4562 -2.5515
H 0.1354 -2.0382 -2.0642
H -2.4234 -2.1149 -0.3731
H -1.6071 -3.4801 -1.1177
H -0.7796 -2.6673 0.1947
C 2.0267 -0.2356 1.0057
C 1.9782 -0.5606 2.4812
H 2.8084 -0.7995 0.4852
H 2.2081 0.8303 0.8282
H 1.9278 -1.6462 2.6392
H 1.1095 -0.0907 2.9606
H 2.8891 -0.1812 2.9628
```

Computed properties:
Energy above the lowest of the compared OMol25 structures with the same formula, charge and spin (kcal/mol): 46.33
E_tot (hartree): -1573.08036
<S²>: 8.8389
HOMO energy (alpha / beta) (eV): -5.2 / -4.1
Charge: 0
Multiplicity: 6

***

Density functional theory data (ωB97M-V with the def2-TZVPD basis set) for a gas-phase ion, C5H10N (charge +1).

The geometry in XYZ format:
```
16
C5H10N | the Open Molecules 2025 dataset | ωB97M-V with the def2-TZVPD basis set
C 3.0027 0.1633 0.0258
C 1.7191 -0.2618 -0.1133
C 0.5139 0.6638 -0.0207
C -0.7337 0.2740 0.0043
C -2.0228 0.9537 -0.0756
N -1.0750 -1.3043 0.1067
H 3.3247 1.0727 0.3662
H 3.7481 -0.5909 -0.1364
H 1.5416 -1.2632 -0.3427
H 0.6838 1.7255 -0.1773
H -2.6506 0.7983 0.8158
H -2.6533 0.3391 -0.8428
H -1.9960 1.9682 -0.1071
H -0.8586 -1.2774 1.0335
H -0.4713 -1.9775 -0.4135
H -2.0725 -1.2835 -0.1230
```

Computed properties:
Energy above the lowest of the compared OMol25 structures with the same formula, charge and spin (kcal/mol): 46.97
E_tot (hartree): -250.93044
HOMO energy (eV): -13.4
Charge: +1

***

Density functional theory data (ωB97M-V with the def2-TZVPD basis set) for a gas-phase ion, C5H10N (charge +1).

The geometry in XYZ format:
```
16
C5H10N | the Open Molecules 2025 dataset | ωB97M-V with the def2-TZVPD basis set
C -1.5997 -0.4012 -1.7594
C -0.4342 0.5564 -1.3601
C -0.3661 0.9794 0.1044
C 0.2447 0.1657 1.0212
N 1.0324 -0.2164 1.7574
C 1.8445 -0.8030 2.7292
H -2.1087 -0.9122 -0.9803
H -2.4429 0.1678 -2.2396
H -1.2295 -1.0478 -2.5770
H -0.2904 1.4016 -2.0387
H 0.4210 -0.1200 -1.4939
H -1.3313 1.1546 0.6126
H 0.1042 1.9568 0.2497
H 2.8033 -1.1892 2.2855
H 2.2163 0.0513 3.4352
H 1.3186 -1.4043 3.4095
```

Computed properties:
Energy above the lowest of the compared OMol25 structures with the same formula, charge and spin (kcal/mol): 35.02
E_tot (hartree): -250.94948
HOMO energy (eV): -15.6
Charge: +1

***

Density functional theory data (ωB97M-V with the def2-TZVPD basis set) for a gas-phase ion, C5H10N (charge +1).

The geometry in XYZ format:
```
16
C5H10N | the Open Molecules 2025 dataset | ωB97M-V with the def2-TZVPD basis set
C -2.7781 0.6658 0.0210
C -1.3630 0.0277 0.0504
C 0.1280 -0.6566 0.0538
C 0.3292 -2.1048 -0.1037
N 1.2357 0.2415 0.3457
C 1.1038 1.6029 -0.2229
H -3.2796 0.7105 0.9638
H -3.1553 1.0232 -0.9091
H -0.6294 -2.6149 -0.1034
H 0.8320 -2.3342 -1.0448
H 0.9323 -2.5107 0.7110
H 2.0862 -0.2042 -0.0300
H 1.3630 0.3300 1.3666
H 1.0304 1.5470 -1.3080
H 0.1993 2.0684 0.1595
H 1.9654 2.2083 0.0501
```

Computed properties:
Energy above the lowest of the compared OMol25 structures with the same formula, charge and spin (kcal/mol): 113.56
E_tot (hartree): -250.82433
HOMO energy (alpha / beta) (eV): -13.3 / -13.3
Charge: +1

***

The records above yield max |F| values of 8.463; 2.344; 2.225; 4.702; 4.436; 9.833 eV/A, respectively.